Here is one molecule with the formula C5H7NO from the Open Molecules 2025 dataset. Energies are from wB97M-V/def2-TZVPD.

XYZ file:
```
14
Properties=species:S:1:pos:R:3:lowdin_charge:R:1
C -1.70 -1.26 -0.93 0.124
C -1.01 -0.27 -1.04 -0.155
C -0.13 0.90 -1.07 -0.170
C 0.29 1.39 0.35 -0.189
N -0.09 0.45 1.39 -0.004
C 0.82 -0.52 1.71 -0.363
O 0.59 -1.70 1.88 0.035
H -2.31 -2.12 -0.83 0.037
H -0.63 1.71 -1.62 0.111
H 0.76 0.63 -1.65 0.114
H 1.38 1.49 0.37 0.110
H -0.13 2.38 0.56 0.112
H -1.00 0.04 1.18 0.106
H 1.82 -0.06 1.84 0.132
```

Calculated values
**Energy relative to the best compared isomer or geometry (same formula, charge and spin)**: 209.00 kJ/mol
**Lowest unoccupied orbital energy**: 0.0331 Ha
**Max |F|**: 0.756 eV/Å
**Calculated total energy**: -324.644862 hartree
**SMILES**: C#CCCNC=O
**Gap between HOMO and LUMO**: 10.7272 eV